The following is a quantum chemistry calculation of 2 unconnected molecules or ions with the total composition C32H51Cl4N7OS, from OMol25.

Results
SMILES ... [H]/N=C(/N)NCCCCc1c(CCCCCOC)c2c(c(C)c1[C@@H](Cl)[C@@H](C)Cl)Sc1c(C)ccc(CC(N)(N)N)c1N2.ClCCCl
Electronic energy ... -107415.15345 eV
Total charge ... 0
ΔE to the lowest compared entry with this formula, charge and spin ... 0.0 kcal/mol
HOMO-LUMO gap ... 8.43 eV
2S+1 ... 1

Each line ends with the Mulliken charge.
Atoms and positions in Å:
Cl (-1.28, -3.64, -6.22)  -0.148
Cl (4.00, 0.36, -3.01)  -0.140
Cl (-3.57, -1.11, -6.17)  -0.080
Cl (5.20, -2.48, -2.51)  -0.177
S (-2.28, 0.02, -2.87)  -0.590
O (3.42, 2.05, 3.49)  -0.378
N (-4.16, 2.45, 3.76)  -0.715
N (3.62, -2.62, 4.49)  -0.327
N (1.60, -3.89, 4.78)  -0.648
N (-5.37, 1.67, 1.85)  -0.687
N (-3.51, 0.44, 2.67)  -0.410
N (-1.85, 0.45, 0.02)  0.432
N (1.50, -1.60, 5.09)  -0.550
C (0.40, -0.51, -2.83)  0.313
C (2.84, -1.03, -2.97)  -1.657
C (3.04, -0.64, -0.05)  -0.866
C (2.20, -2.79, 4.78)  0.453
C (2.90, -3.50, -3.48)  -1.391
C (-3.93, 3.51, -0.56)  -0.873
C (-2.64, 1.48, -0.60)  -1.280
C (-0.71, -0.13, -2.07)  1.013
C (-0.65, 0.10, -0.70)  -0.762
C (3.93, -2.86, 3.07)  -1.134
C (3.42, -2.41, -2.52)  1.160
C (-3.92, 2.25, -4.14)  -1.665
C (-3.10, 2.70, 1.63)  -1.173
C (-4.04, 1.78, 2.47)  0.555
C (3.31, 1.57, 4.81)  -0.543
C (-3.67, 2.37, -2.66)  1.208
C (0.67, 0.09, 1.47)  0.742
C (-3.19, 2.54, 0.13)  1.215
C (-3.54, -2.51, -7.27)  -0.561
C (1.63, -0.66, -2.17)  0.516
C (0.56, -0.07, -0.03)  0.925
C (-2.92, 1.41, -1.98)  1.316
C (0.11, 1.37, 2.10)  0.114
C (3.74, -1.57, 2.24)  0.390
C (1.71, -0.45, -0.77)  0.003
C (2.11, 2.89, 1.65)  -0.652
C (3.08, -1.87, 0.90)  -1.030
C (0.61, 2.64, 1.43)  -0.673
C (-4.18, 3.44, -1.93)  -1.288
C (0.20, -0.73, -4.31)  -1.727
C (2.50, 3.07, 3.11)  -0.621
C (-3.02, -3.75, -6.60)  -0.504
H (-4.35, 4.34, 0.00)  0.387
H (2.39, 1.89, 5.30)  0.307
H (-4.66, 2.98, -4.45)  0.409
H (-3.45, 3.71, 1.86)  0.710
H (-3.00, 2.41, -4.69)  0.329
H (0.48, 1.37, 3.13)  0.616
H (-4.31, 1.27, -4.38)  0.255
H (0.08, 3.52, 1.77)  0.574
H (-2.94, -2.24, -8.14)  0.318
H (3.87, -0.70, -0.74)  0.774
H (3.32, 0.48, 4.79)  -0.037
H (-4.75, 4.20, -2.43)  0.402
H (1.38, -1.07, 4.23)  0.108
H (2.24, -4.64, 4.51)  0.289
H (3.15, -0.90, 2.85)  -0.504
H (3.62, -3.71, -4.26)  0.411
H (4.96, -3.18, 2.97)  0.401
H (-3.14, -4.61, -7.27)  0.356
H (-3.55, -3.95, -5.68)  0.297
H (1.60, 3.04, 3.73)  0.394
H (-4.71, 3.29, 3.64)  0.288
H (-0.76, -1.20, -4.52)  0.164
H (2.59, -1.15, -4.01)  0.729
H (3.66, -2.66, 0.43)  0.743
H (0.13, -0.75, 1.92)  0.525
H (0.20, 0.22, -4.84)  0.311
H (1.94, -3.21, -3.89)  0.219
H (2.36, 3.81, 1.12)  0.614
H (2.95, 4.05, 3.28)  0.349
H (0.47, 2.59, 0.35)  0.346
H (-4.66, 1.85, 4.40)  0.269
H (0.95, -1.36, -4.76)  0.413
H (2.07, -2.24, 1.03)  0.379
H (-4.23, -0.22, 2.43)  0.212
H (3.22, 0.25, 0.54)  -0.160
H (-3.31, 0.32, 3.65)  0.271
H (1.69, 0.00, 1.80)  -1.808
H (3.06, -2.65, -1.54)  -0.224
H (2.72, 2.11, 1.20)  -0.014
H (4.71, -1.10, 2.08)  0.484
H (-2.43, -0.39, 0.04)  0.395
H (-0.96, 1.32, 2.17)  -0.780
H (-4.57, -2.68, -7.60)  0.316
H (-5.34, 1.09, 1.02)  0.248
H (2.11, -1.03, 5.66)  0.399
H (3.29, -3.63, 2.64)  0.430
H (-2.09, 2.64, 2.00)  -0.349
H (4.11, -3.33, 5.03)  0.315
H (2.73, -4.41, -2.91)  0.360
H (4.15, 1.89, 5.42)  0.357
H (-5.71, 2.58, 1.60)  0.299